15
Properties=species:S:1:pos:R:3:forces:R:3:mulliken_charge:R:1 method="wB97M-V/def2-TZVPD" max_force_ev_per_a=1.1 e_above_lowest_kj_mol=164.9 smiles=N#C[C@@H](N)CCO total_energy_ev=-9304.6838 gap_ha=0.403
N -0.109929 -2.406705 1.279677 0.13 1.10 -0.18 -0.482
C 0.011439 -1.270482 1.098072 -0.09 -0.97 0.19 0.086
C 0.185297 0.177848 0.850786 -0.14 -0.07 -0.15 0.566
N 1.346543 0.619920 1.619253 -0.06 0.19 0.14 -0.685
C 0.442536 0.424282 -0.644274 0.05 0.01 -0.04 -0.746
C -0.760447 0.090152 -1.559770 0.08 0.23 -0.17 -0.395
O -1.751825 -0.717041 -0.952325 0.06 -0.26 -0.04 -0.566
H -0.763644 0.659308 1.136237 0.16 -0.09 -0.03 0.184
H 1.483735 1.617075 1.483396 -0.01 -0.11 0.00 0.234
H 1.192789 0.469553 2.612002 0.05 0.00 -0.11 0.264
H 1.340736 -0.135812 -0.924986 -0.16 0.01 0.06 0.278
H 0.690042 1.487762 -0.761190 -0.01 -0.18 0.03 0.343
H -0.396649 -0.359801 -2.497109 -0.09 0.10 0.23 0.282
H -1.281125 1.015825 -1.831871 0.10 -0.18 0.08 0.312
H -1.427662 -1.623765 -0.856367 -0.07 0.21 -0.02 0.324